13
Properties=species:S:1:pos:R:3:nbo_charge:R:1 method="wB97M-V/def2-TZVPD" e_tot_ev=-9830.12179 e_above_lowest_ev=1.5615 e_lumo_ev=4.096 homo_lumo_gap_ev=8.168 total_charge=-1 homo_ev=-4.07 smiles="C[C@H]1CN1C(=O)[O-]"
C -3.05509 -0.13763 -0.08259 0.8840
C -0.82874 1.22160 0.18579 -0.2607
C -0.43615 -0.23928 0.31704 -0.0534
C 0.84040 -0.88654 -0.47568 -0.6310
N -1.59117 0.19455 -0.43970 -0.5275
O -3.17001 -1.32032 0.26047 -0.7783
O -3.84690 0.76729 -0.20204 -0.7494
H -1.41715 1.86496 0.82590 0.2040
H -0.05534 1.78055 -0.52702 0.1289
H -0.66892 -0.77149 1.36110 0.1779
H 0.90905 -0.12534 -1.20686 0.2054
H 0.52344 -1.87153 -0.76376 0.2156
H 1.81698 -0.87730 0.09724 0.1846